(1)
Molecular formula: C32H49F15O34S6
Method: DFT, ωB97M-V/def2-TZVPD

Output
E_HOMO (spin up / spin down) ... -12.455 / -12.455 eV
Multiplicity ... 2
Gap between HOMO and LUMO (spin up / spin down) ... 9.233 / 2.922 eV
LUMO level (spin up / spin down) ... -3.223 / -9.532 eV
Net charge ... +1

Atoms and positions in Å:
O: -2.94 2.91 0.95
C: -2.96 -4.75 -1.00
C: -1.22 5.02 3.64
H: 2.10 -4.73 -6.50
H: 2.56 -2.57 -4.39
C: 1.95 -3.16 -5.06
H: 2.72 -1.64 0.55
C: -0.68 -0.75 0.94
O: -2.16 -1.61 3.78
H: -4.91 6.56 2.78
O: -2.68 -2.45 -7.16
O: 0.72 1.04 5.99
H: 5.05 4.54 5.18
O: -0.48 -0.36 -2.29
O: 0.89 0.50 -0.41
F: -4.90 -1.37 -9.22
O: -3.12 2.04 -1.46
C: 3.34 -3.62 -0.16
C: 2.77 -4.03 -5.99
C: -1.67 -2.09 -5.10
O: 3.67 -4.76 -5.26
O: 2.40 -6.46 -4.73
H: 1.24 -3.67 -4.41
C: -1.41 -2.15 -6.58
S: -0.48 -4.80 -1.48
O: -0.62 0.82 4.02
H: -3.40 7.14 3.34
F: 0.95 5.43 3.06
O: -4.16 -3.19 3.68
O: -1.86 -5.57 -1.04
H: -3.65 -5.05 -1.80
S: 0.71 0.03 4.64
C: -0.53 1.56 6.25
O: 2.84 4.31 -1.24
O: 2.55 3.07 1.95
O: 3.80 3.58 4.08
H: 4.21 -3.25 -0.69
O: -2.09 -2.24 -9.38
O: 0.05 -5.45 -2.72
S: -3.59 2.86 -0.35
H: -0.37 2.63 6.19
H: -3.45 6.17 1.87
O: 4.60 1.72 2.52
F: 2.93 6.46 1.45
C: -2.95 -2.39 -8.44
O: -1.25 5.98 4.42
F: -5.13 -3.03 -7.80
H: 1.34 -2.58 -5.77
C: -6.02 3.77 -0.39
O: 1.86 0.22 3.78
F: 6.97 -0.89 2.91
C: 0.10 4.40 3.15
O: -1.30 -3.43 -1.96
C: 2.20 5.22 -0.42
S: 0.51 -0.85 -1.36
F: 6.68 -3.07 2.91
H: -0.69 -2.92 -6.84
H: -3.03 -5.90 5.07
H: 1.99 -2.97 1.38
F: 5.37 -1.83 4.04
O: 1.73 -1.45 -1.89
F: -4.72 -3.34 -9.81
H: -3.71 5.12 4.60
F: 4.61 -7.75 -3.94
C: -3.86 6.26 2.88
H: -2.24 -1.22 -4.77
O: -2.07 -3.45 2.22
H: -4.40 4.11 3.38
H: 0.99 0.63 1.60
F: 4.39 6.13 -0.08
C: -5.22 4.67 -1.31
H: 0.58 2.41 -3.08
F: -0.07 3.79 2.02
H: -3.19 -2.68 -1.84
O: -2.24 -4.08 4.74
F: 5.79 -5.86 -4.18
C: 2.94 -2.62 0.98
C: 0.85 3.31 -2.53
H: 1.95 2.48 -0.75
H: -2.41 -2.80 -0.26
O: -3.85 4.44 -0.92
H: 3.49 -4.64 0.20
O: 0.32 -1.31 5.14
C: 4.56 4.73 4.23
O: 5.41 -1.24 0.78
H: -5.29 4.44 -2.37
C: 0.19 0.57 0.86
F: 2.69 7.45 -0.43
C: 2.14 3.04 -1.66
C: 4.63 -6.42 -3.76
H: -0.37 1.50 0.99
H: 1.07 4.10 -3.25
H: -6.92 3.44 -0.91
C: 3.44 -5.89 -4.60
O: 0.31 -4.40 -0.33
H: -0.83 -2.16 -4.42
C: 5.15 -1.87 1.76
S: -2.51 -2.97 3.50
S: 3.89 2.99 2.51
H: -2.02 0.19 5.46
C: -2.51 -3.27 -1.24
C: 5.53 4.87 2.98
H: 3.26 -3.41 -6.73
O: 4.80 4.27 1.95
H: -3.58 -4.83 -0.11
O: -5.23 2.64 -0.07
H: -2.28 -2.94 -4.79
C: 6.05 -1.92 2.96
H: -5.44 -4.71 4.48
H: 2.85 2.47 -2.25
H: -1.66 -0.51 0.51
H: 5.73 5.90 2.67
F: 4.55 -6.12 -2.45
H: -4.33 -5.24 3.17
C: -4.45 -2.55 -8.83
C: -3.68 4.91 3.53
O: -2.38 4.36 3.19
H: -6.25 4.32 0.52
H: -0.01 3.52 -1.89
C: 3.13 6.31 0.12
C: -1.45 1.06 5.13
O: 3.97 -2.58 1.91
H: -0.74 -1.25 1.90
F: 0.49 3.51 4.04
H: -0.85 -1.28 -6.91
H: 3.95 5.63 4.26
H: -2.11 1.84 4.75
O: 1.00 5.15 -0.07
H: 2.54 -3.67 -0.90
H: 6.47 4.34 3.11
C: -3.34 -4.85 5.01
O: -0.15 -1.65 -0.02
H: -5.43 5.72 -1.11
H: -3.71 -4.72 6.03
C: -4.46 -4.58 4.02
H: -0.89 1.22 7.22

Löwdin population analysis, charges in e, atoms 1 to 4:
1 O -0.251
2 C -0.198
3 C -0.266
4 H 0.131



(2)
Molecular formula: C32H49FN14O
Method: DFT, ωB97M-V/def2-TZVPD

Output
E_HOMO ... -9.782 eV
Multiplicity ... 1
Gap between HOMO and LUMO ... 9.696 eV
LUMO level ... -0.087 eV

Atoms and positions in Å:
H: 3.97 0.01 -0.76
N: 11.74 -1.67 -3.05
H: -2.50 0.46 -6.84
H: 9.94 1.88 -2.03
H: 9.89 -3.57 -1.32
C: 0.13 0.60 2.45
H: 0.60 -1.24 -10.29
H: -0.10 -6.10 -2.53
H: 0.17 -1.98 -11.84
O: 0.04 -2.47 -2.93
C: -5.59 -1.56 -1.62
C: 0.62 1.41 1.32
N: 4.42 1.27 -3.62
C: -2.75 -0.68 3.97
H: 0.95 -4.67 -2.53
N: -2.85 -0.47 2.84
C: -0.27 -0.13 -2.29
H: -5.56 -3.35 -2.74
C: -4.54 7.83 10.35
H: 1.43 0.97 -1.70
C: -5.60 3.97 11.24
C: 10.86 -3.14 -1.07
C: 0.83 0.95 -2.63
C: 1.63 -3.03 -10.74
H: -6.55 8.18 10.90
N: -5.04 -0.68 -1.13
C: 1.36 -2.55 3.88
H: -5.52 9.62 10.89
H: -6.82 -3.27 -1.49
H: 10.76 -2.54 -0.17
H: -1.14 -0.66 -7.08
H: -5.97 3.72 10.25
C: -5.85 2.10 5.67
C: 8.30 1.09 -0.97
N: 2.84 -7.15 -3.05
N: -7.43 5.31 12.56
N: -2.23 0.03 -9.97
H: -0.09 -0.44 -1.24
H: -0.41 -2.70 -10.33
N: -3.61 7.17 10.33
C: 4.51 1.09 -2.49
H: 0.02 1.22 3.34
H: -4.70 4.57 11.15
F: -2.52 0.85 -4.65
H: 0.83 -0.20 2.66
H: 8.79 0.94 -3.01
N: -4.85 2.72 8.01
C: 4.62 0.84 -1.04
H: -6.06 8.91 9.36
H: -6.47 1.21 5.75
C: 0.43 -2.19 -10.81
H: -5.37 3.05 11.77
H: -2.92 -0.08 5.98
H: 2.62 -4.23 3.70
N: 0.75 -0.75 -4.34
H: -1.70 1.51 -2.41
H: 11.56 -3.95 -0.87
H: 9.90 0.11 -1.91
C: -5.74 8.69 10.38
C: -5.29 2.45 6.99
H: -1.58 -1.20 5.64
H: 0.46 1.99 -2.69
C: -2.53 -0.07 -3.59
H: -3.26 -1.79 5.68
C: -6.28 -2.70 -2.25
N: 7.52 1.16 -0.13
N: 1.00 2.05 0.44
H: -6.99 -2.34 -2.99
C: -2.62 -0.95 5.41
C: -1.72 0.41 -2.38
H: 1.44 1.19 -4.67
H: -2.81 -1.26 -7.14
H: -0.84 0.16 2.20
C: -2.20 -0.17 -8.84
C: 1.58 0.42 -3.89
H: 5.65 0.59 -0.79
H: 2.04 -3.56 2.16
C: -2.16 -0.43 -7.38
C: -6.63 4.72 11.99
C: 11.35 -2.31 -2.18
C: 2.40 -3.31 3.16
H: -2.26 -1.07 -3.97
N: 0.56 -1.96 4.44
H: -6.45 2.92 5.29
H: 3.30 -2.71 3.07
H: 4.32 1.73 -0.49
H: -2.27 0.12 -1.48
H: -3.59 -0.13 -3.28
C: 0.72 -5.60 -3.04
N: 2.57 -3.69 -10.70
H: 2.65 0.19 -3.75
C: 1.91 -6.48 -3.04
C: 0.16 -1.31 -3.19
C: 9.30 1.00 -2.05
H: 1.44 -1.40 -4.72
H: -5.04 1.90 4.97
H: 0.43 -5.38 -4.06

Löwdin population analysis, charges in e, atoms 1 to 4:
1 H 0.077
2 N 0.130
3 H 0.063
4 H 0.087



(3)
Molecular formula: C32H50BaCl6F14N2O22PS4
Method: DFT, ωB97M-V/def2-TZVPD

Output
E_HOMO ... -7.278 eV
Multiplicity ... 1
Gap between HOMO and LUMO ... 7.505 eV
LUMO level ... 0.227 eV
Net charge ... -1

Atoms and positions in Å:
C: -1.34 3.85 5.91
C: 4.86 3.05 1.59
O: -4.71 -0.12 -1.94
H: 3.38 -3.37 -4.29
H: -4.26 2.62 4.46
C: 2.54 5.19 3.40
C: -0.88 2.11 4.26
H: 4.26 3.01 0.69
S: 0.18 -1.10 0.48
C: -7.52 -5.30 -0.77
Ba: -0.49 2.12 -1.81
H: 3.72 2.86 -2.34
C: -0.94 -2.09 -0.73
F: 0.20 5.05 -0.29
O: -4.86 -2.96 -1.75
S: 2.02 0.74 0.08
C: -0.47 3.14 5.20
O: 0.85 -5.32 -0.15
H: -9.37 -5.86 0.42
H: 6.00 -1.71 0.45
H: 1.57 5.61 -3.59
F: -2.13 4.10 1.74
H: 4.82 2.09 2.11
H: 3.29 -1.76 -4.82
H: 1.33 -4.00 2.36
C: -2.37 2.01 4.06
H: -4.76 -2.04 -1.44
H: 0.57 3.38 5.35
F: -1.72 3.90 -0.58
H: -6.08 -5.15 -2.38
H: 4.15 -2.93 -6.77
C: -8.09 -4.51 0.37
H: 5.46 -1.97 -6.14
O: -3.85 3.70 -3.46
C: 1.56 4.59 -4.01
C: 1.62 -5.04 2.17
C: -2.83 -5.37 -2.82
H: -2.01 5.61 -3.91
F: 3.01 0.03 -2.26
H: 0.70 -5.52 4.57
H: -0.09 -7.02 4.16
C: 4.02 -2.56 -4.64
H: 6.98 -2.97 1.26
O: -8.04 -6.34 -1.11
H: 1.56 4.94 3.81
F: -0.23 3.16 0.90
F: 3.26 -1.44 -0.72
O: -0.64 4.19 -3.35
H: 2.48 3.88 1.68
S: -3.78 2.31 -3.77
H: 1.98 6.79 5.34
C: -7.56 -3.35 0.75
H: -2.34 -5.00 -1.92
H: 1.67 -6.96 3.99
C: 1.96 -5.23 0.70
C: 3.33 3.84 -2.63
O: -0.05 1.42 3.70
H: 5.46 -1.72 2.84
H: 2.49 -4.30 0.43
N: 0.58 0.09 -0.52
C: -2.66 -4.24 -3.82
F: -1.25 -3.27 -0.21
C: 3.00 3.97 2.64
O: -5.95 -1.66 0.40
O: -2.77 1.14 3.14
O: -3.60 4.43 6.40
C: 5.98 -2.67 0.97
O: -9.16 -5.07 0.96
N: -2.83 1.49 -2.86
O: -0.67 -0.58 1.51
O: -4.74 2.24 -1.12
H: 2.19 5.18 6.10
C: -6.40 -4.69 -1.45
F: -1.65 6.03 0.48
H: -2.01 0.65 2.78
H: 1.89 -5.88 -1.83
H: 0.25 3.13 -4.83
H: -3.87 -5.65 -2.69
O: 2.06 2.14 -0.32
H: 4.06 -2.24 1.88
O: 4.42 4.08 2.48
C: -3.23 2.78 4.76
H: -1.87 5.42 -2.19
C: 4.79 -2.79 -5.90
H: -1.64 -4.19 -4.21
H: -8.01 -2.84 1.59
F: -0.39 -2.24 -1.93
O: 1.22 -2.01 0.89
H: -1.62 5.22 7.22
H: 5.91 3.24 1.35
H: -0.22 4.72 -5.34
Cl: 5.02 -2.01 -3.26
H: 4.02 4.26 -3.36
H: 3.31 4.45 -1.72
H: 3.34 6.50 6.30
P: -1.01 4.60 0.73
C: 2.70 5.99 5.57
O: -4.90 1.67 -4.39
O: 0.58 -5.92 2.56
C: -6.41 -2.72 0.08
F: -2.08 -1.40 -0.85
H: 1.65 -4.18 -1.74
F: 4.55 0.31 -0.80
C: -1.29 5.43 -3.11
Cl: -1.90 -6.82 -3.32
O: 2.02 3.61 -3.10
H: 2.27 4.60 -4.85
H: 2.75 3.07 3.22
H: 0.24 -5.17 -2.07
O: -0.89 4.70 6.87
C: 0.75 -6.38 3.89
Cl: -3.80 -4.39 -5.20
H: -2.83 -3.28 -3.32
C: 0.18 4.17 -4.49
H: 2.54 -5.21 2.74
C: -5.87 -3.51 -1.08
O: 2.32 0.42 1.43
Cl: 5.40 -3.94 -0.12
Cl: 5.13 -3.97 3.20
H: 2.34 5.97 2.66
F: -3.03 0.85 -0.53
C: -2.81 3.75 5.78
O: 3.41 5.54 4.46
H: -0.55 6.23 -3.02
Cl: 5.88 -4.20 -5.69
C: 5.07 -2.50 2.19
F: -0.10 5.14 1.96
C: 3.32 -0.15 -0.98
S: -4.07 1.15 -1.73
F: -2.76 2.38 -5.04
C: 1.15 -5.13 -1.49
H: 2.68 -6.04 0.52

Löwdin population analysis, charges in e, atoms 1 to 4:
1 C -0.229
2 C -0.112
3 O -0.244
4 H 0.072



(4)
Molecular formula: C32H50F2O10
Method: DFT, ωB97M-V/def2-TZVPD

Output
E_HOMO ... -9.426 eV
Energy above the lowest of the compared OMol25 structures with the same formula, charge and spin ... 145.5 kJ/mol
Structure (SMILES) ... CCOC(C)=O.CCOC(C)=O.CCOC(C)=O.CCOC(C)=O.CCOC(C)=O.Fc1ccccc1.Fc1ccccc1
Multiplicity ... 1
Gap between HOMO and LUMO ... 9.875 eV
LUMO level ... 0.449 eV

Atoms and positions in Å:
H: -5.61 1.28 -1.95
C: 1.19 -2.94 3.60
H: -6.59 -0.21 -1.54
H: -5.06 -0.13 0.65
C: 3.96 -2.47 -0.86
H: -3.45 -2.46 -4.21
C: -3.31 4.47 -0.32
H: 1.39 2.06 -3.01
H: -5.06 1.61 0.25
O: -5.19 -0.54 -4.00
C: 0.73 -0.32 0.04
H: 1.75 -0.58 -0.21
C: 1.37 -4.39 -2.83
H: 6.30 -0.32 0.24
H: 1.26 0.88 1.67
C: -5.65 0.33 -1.41
H: -1.93 7.58 1.53
C: 1.86 -2.66 2.29
O: 0.44 -1.84 4.05
H: 2.22 -3.59 1.84
H: 1.49 5.53 0.18
H: 3.92 -4.59 -0.58
H: -4.14 3.89 0.08
H: 0.61 -3.71 0.23
H: -3.58 4.90 -1.28
H: -1.30 3.74 -0.89
C: -5.55 0.65 0.07
H: -1.95 3.09 0.62
C: -3.60 6.47 1.00
C: -1.94 0.29 0.64
C: 2.57 2.89 -1.30
O: 2.44 4.06 -1.83
O: 3.34 2.63 -0.35
C: 0.41 0.46 1.15
F: 6.07 -4.83 0.94
H: -1.16 0.02 4.67
H: 3.57 -4.27 -2.94
C: -1.63 -0.47 -0.48
C: 1.72 1.83 -2.00
H: -0.07 -1.49 -1.56
H: 1.25 6.29 -1.40
O: 0.37 -4.11 -3.47
C: 5.79 -1.26 0.12
H: 7.16 -2.42 1.28
C: 5.60 -3.66 0.42
H: -2.94 0.57 0.93
C: -2.97 7.46 1.83
C: -0.31 -0.79 -0.77
H: -3.57 8.36 1.66
C: -0.57 -0.33 5.51
H: 3.09 -2.44 -1.51
H: -2.76 -2.24 -2.51
H: -4.26 -3.00 -2.66
H: -3.01 7.20 2.89
H: -2.61 2.44 -0.86
H: 2.70 -1.97 2.39
O: -4.72 6.67 0.54
H: 1.19 -2.19 1.57
H: -2.32 -0.97 -1.15
H: -6.59 0.63 0.42
C: 0.09 -1.67 5.31
H: 2.29 0.91 -2.09
C: 3.10 5.17 -1.37
C: -0.19 -5.61 -0.04
O: -2.86 5.45 0.59
H: -0.54 -3.91 -1.15
H: 4.23 -0.33 -1.07
C: 0.35 -4.29 -0.66
F: -1.30 1.59 2.45
C: -4.53 -1.03 -3.04
H: -1.23 -0.48 6.37
H: 2.96 -5.67 -3.80
C: 4.61 -1.25 -0.65
C: 2.71 -4.65 -3.50
H: 2.45 6.86 -0.21
H: 0.55 -3.80 3.41
C: -3.64 -2.26 -3.16
C: 6.28 -2.42 0.66
C: -2.20 3.34 -0.41
O: 0.15 -2.50 6.26
O: -4.63 -0.56 -1.78
C: -0.91 0.77 1.46
C: 4.43 -3.66 -0.37
O: 1.45 -4.57 -1.50
H: 3.45 5.74 -2.23
H: 2.64 -4.23 -4.50
H: -0.58 -6.22 -0.85
H: -0.97 -5.44 0.70
C: 2.00 5.98 -0.67
H: 1.97 -3.23 4.30
H: 0.17 0.42 5.78
H: 0.81 1.75 -1.39
H: 0.58 -6.21 0.46
H: 3.96 4.91 -0.75

Löwdin population analysis, charges in e, atoms 1 to 4:
1 H 0.130
2 C -0.221
3 H 0.128
4 H 0.076



no.,maximum force (eV Å⁻¹)
1,6.1
2,2.3
3,7.4
4,4.4